(1)
DFT (ωB97M-V/def2-TZVPD) results for C6H9N as an isolated structure.

Each line ends with the Mulliken charge.
Element x y z (Å)
C: 1.80970 -0.39942 -0.27259  -0.78
N: 0.78715 0.47124 -0.08420  -0.16
C: -0.25884 0.63258 1.01650  -0.20
C: -0.99770 1.49063 -0.04155  -0.57
C: -0.46663 0.38548 -0.98010  -0.37
C: -1.21544 -0.83369 -0.42037  -0.13
C: -1.03071 -0.67404 0.91474  -0.54
H: 1.77676 -1.02403 -1.17431  0.32
H: 2.85844 -0.40285 0.01396  0.31
H: 1.42883 -1.81702 0.46341  0.06
H: 0.11289 1.00583 1.98006  0.43
H: -0.52443 2.46189 -0.22538  0.30
H: -2.08562 1.55322 0.06208  0.34
H: -0.30364 0.51995 -2.05933  0.41
H: -0.62948 -1.99889 -0.91876  0.21
H: -1.26125 -1.37089 1.72583  0.35

Cartesian forces, eV/Å:
C -0.4 -6.3 1.4
N -0.8 1.2 -1.2
C 0.5 0.3 -0.1
C -0.6 0.5 -0.1
C 0.6 0.6 0.8
C 4.0 -3.8 -1.1
C -0.4 -0.3 -0.1
H -0.2 1.0 -0.4
H -0.4 1.2 0.7
H 0.9 2.7 -1.1
H -0.4 -0.1 -0.3
H -0.1 -0.3 0.2
H 0.2 0.1 0.0
H -0.2 -0.1 0.5
H -3.1 3.2 1.4
H 0.3 0.2 -0.4

Output
Energy above the lowest of the compared OMol25 structures with the same formula, charge and spin = 163.9 kcal/mol
Kohn-Sham gap = 8.565 eV
DFT total energy = -288.52080 hartree

---

(2)
DFT (ωB97M-V/def2-TZVPD) results for one molecule with the formula C6H9N.

Each line ends with the Mulliken charge.
Element x y z (Å)
C: 1.53496 -0.72512 1.20508  -1.18
C: 0.30212 -0.46776 0.40820  0.38
C: -0.66012 -1.32108 0.03066  -0.54
N: -1.90563 -0.69960 -0.35399  -0.55
C: -1.71061 0.50414 0.03872  -0.19
C: -0.24798 0.89071 0.01155  0.10
C: 0.06617 0.97496 -1.51979  -1.10
H: 1.45652 -0.24889 2.19613  0.26
H: 2.45248 -0.34212 0.74421  0.29
H: 1.65752 -1.80014 1.35883  0.35
H: -0.81718 -2.33516 0.35397  0.43
H: -2.49693 0.99035 0.60082  0.39
H: 0.05124 1.75711 0.61455  0.39
H: 1.14133 0.93626 -1.72855  0.31
H: -0.38539 1.81388 -2.05322  0.34
H: -0.43851 0.07243 -1.90717  0.32

Cartesian forces, eV/Å:
C 0.1 -0.1 -0.1
C -0.2 -0.4 0.0
C 0.4 -0.5 0.5
N -0.2 0.0 1.7
C -0.3 0.2 -0.1
C -0.1 -0.2 0.1
C -0.2 -0.1 -0.3
H 0.0 -0.1 -0.3
H -0.1 0.0 0.0
H 0.0 0.1 0.0
H 0.6 -0.5 -0.5
H -0.5 1.1 -1.1
H 0.0 -0.3 -0.2
H -0.2 0.1 0.1
H 0.1 0.2 0.3
H 0.7 0.5 -0.2

Output
Energy above the lowest of the compared OMol25 structures with the same formula, charge and spin = 62.8 kcal/mol
SMILES = CC1=CN=C[C@@H]1C
Kohn-Sham gap = 8.771 eV
DFT total energy = -288.68201 hartree

---

(3)
DFT (ωB97M-V/def2-TZVPD) results for one molecule with the formula C6H9N.

Each line ends with the Mulliken charge.
Element x y z (Å)
C: -1.42552 2.02517 -0.64091  -1.29
C: -0.51481 0.85080 -0.47966  0.50
C: -0.65794 -0.44352 -0.84877  -1.19
C: 0.15246 -2.20686 0.71108  -1.23
C: 0.58114 -1.11400 -0.28284  0.67
C: 1.41709 -0.03083 0.34820  -0.52
N: 0.75039 1.07158 0.20892  0.06
H: -2.29127 1.65768 -1.19614  0.29
H: -0.96904 2.84414 -1.21292  0.32
H: -1.78480 2.42891 0.31692  0.31
H: -0.42688 -2.93941 0.14257  0.32
H: -0.52033 -1.78768 1.47032  0.33
H: 1.00372 -2.69994 1.19662  0.34
H: 1.19293 -1.59322 -1.06689  0.40
H: 2.40482 -0.03703 0.80231  0.42
H: 1.08805 1.97421 0.53120  0.26

Cartesian forces, eV/Å:
C -0.1 0.0 -0.1
C -0.1 -0.1 -0.1
C 0.3 0.3 0.3
C 0.0 -0.1 0.1
C 0.2 0.0 0.0
C -0.4 0.2 -0.2
N 0.1 -0.4 0.0
H 0.1 0.2 0.1
H -0.1 -0.1 0.1
H 0.1 -0.1 -0.2
H 0.1 0.1 0.2
H 0.2 -0.1 -0.1
H -0.2 0.1 -0.1
H -0.1 0.1 0.1
H -0.2 -0.1 0.0
H 0.0 -0.1 0.0

Output
Energy above the lowest of the compared OMol25 structures with the same formula, charge and spin = 80.3 kcal/mol
Kohn-Sham gap = 7.570 eV
DFT total energy = -288.65410 hartree

---

(4)
DFT (ωB97M-V/def2-TZVPD) results for one molecule with the formula C6H9N.

Each line ends with the Mulliken charge.
Element x y z (Å)
C: -0.40885 0.53684 -2.06377  -1.23
C: -0.17631 0.45323 -0.57030  0.83
C: -0.09256 1.64802 0.21345  -0.58
C: -0.06953 1.30211 1.53706  -0.60
N: -0.13921 -0.05256 1.59172  -0.04
C: -0.11568 -0.60609 0.33122  -0.05
C: 0.49767 -1.98604 0.37789  -1.24
H: -1.18431 1.29521 -2.24784  0.32
H: -0.77504 -0.38968 -2.51612  0.34
H: 0.47330 0.86727 -2.62568  0.28
H: 0.00219 2.64873 -0.18660  0.40
H: 0.07749 1.87013 2.44204  0.39
H: -0.21840 -0.61808 2.42044  0.23
H: 0.97456 -2.28161 -0.55551  0.34
H: -0.15406 -2.79113 0.73584  0.28
H: 1.30874 -1.89635 1.11616  0.33

Cartesian forces, eV/Å:
C 0.1 -0.1 0.0
C 0.0 0.0 0.1
C -0.1 0.1 0.0
C 0.0 0.1 0.1
N 0.1 0.1 0.1
C 0.3 0.1 0.1
C 0.0 -0.1 -0.2
H 0.2 -0.2 0.1
H 0.2 0.0 0.2
H 0.0 -0.1 0.2
H -0.2 -0.1 0.1
H -0.3 0.1 -0.1
H 0.3 0.2 0.0
H -0.3 0.0 -0.1
H -0.1 0.1 -0.2
H -0.1 -0.2 -0.3

Output
Energy above the lowest of the compared OMol25 structures with the same formula, charge and spin = 16.4 kcal/mol
SMILES = Cc1cc[nH]c1C
Kohn-Sham gap = 8.824 eV
DFT total energy = -288.75589 hartree

---

(5)
DFT (ωB97M-V/def2-TZVPD) results for C6H9N as an isolated structure.

Each line ends with the Mulliken charge.
Element x y z (Å)
C: 1.90587 0.44364 -0.01449  -0.91
N: 0.88337 -0.47193 -0.48649  -0.14
C: 0.06560 -1.13998 0.50741  -0.61
C: -1.12393 -0.23062 0.87892  -0.20
C: -0.99505 1.01732 0.01716  -0.65
C: -0.37999 0.06841 -1.04363  -0.32
C: -1.14358 -1.11090 -0.35112  -0.33
H: 2.19569 1.11546 -0.82839  0.30
H: 2.78771 -0.13982 0.26899  0.32
H: 1.60840 1.05651 0.85131  0.32
H: 0.44165 -1.92000 1.16369  0.39
H: -1.68588 -0.36073 1.79848  0.41
H: -0.39900 1.86622 0.37203  0.26
H: -1.97722 1.36630 -0.31945  0.31
H: -0.37570 0.32727 -2.10583  0.45
H: -1.80792 -1.88716 -0.70857  0.42

Cartesian forces, eV/Å:
C 0.1 0.1 0.0
N 0.1 0.0 0.0
C 0.1 -0.3 0.2
C -0.2 0.1 0.2
C 0.1 0.1 0.1
C -0.1 0.2 -0.4
C -0.2 -0.2 -0.1
H 0.0 -0.1 0.1
H -0.1 0.1 0.0
H 0.0 -0.1 -0.1
H -0.1 0.1 -0.1
H 0.1 0.0 -0.2
H -0.1 -0.1 -0.1
H 0.2 -0.1 0.1
H 0.0 -0.1 0.2
H 0.1 0.1 0.1

Output
Energy above the lowest of the compared OMol25 structures with the same formula, charge and spin = 74.7 kcal/mol
Kohn-Sham gap = 9.620 eV
DFT total energy = -288.66296 hartree

---

(6)
DFT (ωB97M-V/def2-TZVPD) results for one molecule with the formula C6H9N.

Each line ends with the Mulliken charge.
Element x y z (Å)
C: 1.71499 1.24980 -0.13725  -0.37
C: 0.36268 0.94854 -0.60754  -0.25
N: 1.48536 0.06532 -1.04002  -0.59
C: 0.92649 -0.98848 0.24235  -0.73
C: -0.29598 -0.12469 0.16366  1.04
C: -1.57320 -0.08333 0.91023  -0.53
C: -1.53400 -0.70906 -0.46126  -0.91
H: 1.97718 0.99768 0.88703  0.16
H: 2.21441 2.16235 -0.47636  0.29
H: -0.20380 1.60516 -1.27254  0.39
H: 1.79133 -0.79558 0.85892  0.25
H: 0.61080 -2.05107 0.45307  0.29
H: -2.02283 0.89886 1.00270  0.25
H: -1.70077 -0.73699 1.76551  0.24
H: -1.63184 -1.79002 -0.53551  0.23
H: -1.96928 -0.17448 -1.30439  0.23

Cartesian forces, eV/Å:
C 0.0 -0.1 0.2
C -0.3 0.1 0.1
N -0.1 -0.8 0.7
C 0.2 0.6 -0.3
C -0.2 0.2 0.2
C -0.2 0.1 0.3
C -0.2 -0.1 -0.1
H -0.1 0.3 0.0
H 0.0 -0.7 -0.5
H 0.3 -0.2 -0.1
H -0.5 0.1 0.9
H 0.9 0.5 -1.7
H -0.1 -0.1 0.1
H 0.0 0.1 -0.1
H 0.1 0.2 0.1
H 0.1 0.0 0.2

Output
Energy above the lowest of the compared OMol25 structures with the same formula, charge and spin = 106.7 kcal/mol
SMILES = C1[C@H]2N1CC21CC1
Kohn-Sham gap = 9.821 eV
DFT total energy = -288.61204 hartree

---

(7)
DFT (ωB97M-V/def2-TZVPD) results for C6H9N as an isolated structure.

Each line ends with the Mulliken charge.
Element x y z (Å)
C: 1.57768 -0.59186 0.80552  -1.56
C: 0.44043 -0.01830 -0.01910  1.23
C: 0.56420 0.47382 -1.41408  -1.50
C: -0.48263 1.01022 0.53463  -0.26
C: -1.78216 0.49999 0.25063  -0.35
N: -1.80197 -0.36758 -0.88111  -0.64
C: -0.90381 -0.81276 0.09900  -0.26
H: 1.26268 -0.88907 1.81785  0.41
H: 2.39529 0.12922 0.90344  0.37
H: 1.97631 -1.47653 0.29685  0.34
H: 1.14050 1.38715 -1.53041  0.27
H: 0.78613 -0.28928 -2.16433  0.35
H: -0.29122 1.72543 1.33316  0.38
H: -2.69629 0.73392 0.77765  0.35
H: -1.09324 0.14594 -1.55622  0.47
H: -1.09191 -1.66032 0.74653  0.40

Cartesian forces, eV/Å:
C 0.0 0.0 0.0
C -0.2 0.0 0.0
C 0.5 -0.1 -0.1
C -0.1 0.2 0.2
C -0.2 0.6 0.2
N -0.2 -0.3 0.3
C 0.1 -0.7 -0.2
H 0.0 0.1 -0.2
H -0.1 -0.1 0.0
H 0.0 0.1 0.1
H -0.1 -0.1 0.1
H 0.0 0.1 0.0
H 0.0 -0.1 0.0
H 0.1 0.1 0.0
H 0.1 0.1 -0.3
H 0.1 0.0 0.0

Output
Energy above the lowest of the compared OMol25 structures with the same formula, charge and spin = 144.0 kcal/mol
Kohn-Sham gap (spin up / spin down) = 7.130 / 7.131 eV
DFT total energy = -288.55257 hartree

---

(8)
DFT (ωB97M-V/def2-TZVPD) results for C6H9N as an isolated structure.

Each line ends with the Mulliken charge.
Element x y z (Å)
C: 0.45136 1.94141 0.45632  -0.03
C: -0.80651 1.15032 0.73300  -0.70
C: 0.89834 -0.95932 0.59597  -0.72
C: 1.18112 0.04879 -0.55756  -0.47
C: -0.24908 -0.42941 -0.17211  1.02
C: -1.05450 -1.19990 -1.04247  -1.50
N: 1.43640 1.37878 -0.12944  -0.60
H: 0.65933 2.98999 0.82523  0.35
H: -0.83893 1.08634 1.87241  0.24
H: -1.81276 1.38862 0.37164  0.37
H: 1.14865 -2.12062 0.43592  0.23
H: 0.97751 -0.63794 1.64623  0.23
H: 1.77478 -0.30716 -1.28614  0.52
H: -2.02847 -1.21644 -0.67856  0.44
H: -0.70401 -2.32132 -1.06711  0.27
H: -1.03324 -0.79213 -2.00334  0.34

Cartesian forces, eV/Å:
C 0.6 0.8 -0.4
C 1.2 -3.0 -0.5
C 0.5 -2.1 0.1
C -2.9 0.0 4.5
C 2.4 4.5 3.1
C 0.2 -3.5 -0.4
N -0.2 0.8 0.2
H -0.7 -1.2 -0.3
H -0.2 -0.7 -1.4
H 0.5 0.6 -0.1
H -0.4 2.8 0.2
H 0.3 -0.1 -0.6
H 1.5 -1.1 -2.8
H -2.0 -0.2 0.4
H -0.5 2.1 -0.1
H -0.2 0.4 -1.7

Output
Energy above the lowest of the compared OMol25 structures with the same formula, charge and spin = 80.5 kcal/mol
Kohn-Sham gap = 9.930 eV
DFT total energy = -288.65369 hartree

---

(9)
DFT (ωB97M-V/def2-TZVPD) results for one molecule with the formula C6H9N.

Each line ends with the Mulliken charge.
Element x y z (Å)
C: -2.50025 -0.42942 0.11615  -1.23
C: -1.08033 0.00564 -0.04494  0.91
C: 0.00688 -0.71080 -0.36374  -0.84
C: 1.18004 0.21596 -0.44228  0.74
C: 2.42976 -0.20013 0.32708  -1.29
N: 0.66925 1.53482 -0.06701  -0.64
C: -0.59244 1.38552 0.12525  -0.52
H: -2.96912 0.04907 0.97831  0.34
H: -2.57366 -1.50814 0.25535  0.32
H: -3.10703 -0.16955 -0.75525  0.27
H: 0.06626 -1.77595 -0.56095  0.36
H: 1.46533 0.31018 -1.50130  0.20
H: 2.21585 -0.33209 1.39028  0.31
H: 2.80987 -1.14858 -0.06689  0.33
H: 3.22018 0.54880 0.22336  0.33
H: -1.24060 2.22469 0.38659  0.40

Cartesian forces, eV/Å:
C -0.1 -0.1 0.0
C 0.2 -0.1 0.0
C 0.0 0.0 0.0
C 0.1 0.0 -0.2
C 0.1 0.0 0.1
N -0.4 -0.1 0.1
C 0.2 0.1 -0.1
H 0.1 0.0 0.0
H 0.0 0.0 0.0
H 0.1 0.0 0.0
H -0.1 0.1 0.0
H 0.0 0.0 0.0
H 0.0 0.0 -0.1
H -0.1 0.1 0.1
H -0.2 -0.1 0.0
H 0.2 -0.1 0.0

Output
Energy above the lowest of the compared OMol25 structures with the same formula, charge and spin = 17.3 kcal/mol
SMILES = CC1=C[C@H](C)N=C1
Kohn-Sham gap = 10.207 eV
DFT total energy = -288.75453 hartree

---

(10)
DFT (ωB97M-V/def2-TZVPD) results for one molecule with the formula C6H9N.

Each line ends with the Mulliken charge.
Element x y z (Å)
H: -2.10790 2.02242 -0.07832  0.27
N: -1.66308 1.29468 0.48635  -0.68
C: -0.63535 0.77111 0.03646  0.37
C: 0.22338 1.21442 -1.24210  -1.06
C: 0.32500 -0.13779 0.68555  0.77
C: 1.15425 0.29811 1.65376  -1.08
C: 0.22549 -1.55809 0.35596  -0.21
C: -0.60032 -2.08280 -0.54353  -0.86
H: 0.97181 1.93703 -0.91337  0.32
H: -0.47720 1.72272 -1.91687  0.36
H: 0.69879 0.40571 -1.79287  0.34
H: 1.16357 1.32808 1.96723  0.32
H: 1.71124 -0.40080 2.25640  0.30
H: 0.91380 -2.19436 0.90062  0.28
H: -1.28309 -1.47725 -1.11927  0.28
H: -0.62041 -3.14320 -0.73601  0.28

Cartesian forces, eV/Å:
H 0.4 -0.3 -0.3
N -1.3 0.0 1.0
C 3.9 1.1 -2.7
C -2.3 0.7 0.0
C -0.7 -0.7 2.5
C -0.9 -0.3 -0.5
C 0.3 -0.2 -0.2
C 0.1 0.0 0.1
H 0.0 -0.2 0.1
H 0.3 0.1 -0.2
H 0.0 -0.2 0.3
H 0.0 0.2 0.0
H 0.4 -0.1 -0.2
H 0.0 -0.1 0.0
H -0.1 0.1 0.0
H 0.0 -0.1 0.0

Output
Energy above the lowest of the compared OMol25 structures with the same formula, charge and spin = 51.2 kcal/mol
SMILES = [H]/N=C(\C)C(=C)C=C
Kohn-Sham gap = 9.753 eV
DFT total energy = -288.70045 hartree